Computed, not measured: a molecular structure, C41H67Cl2F4IN4NaO20P2S3 at a distorted geometry, with the ωB97M-V functional and the def2-TZVPD basis.

Geometry as XYZ:
```
145
Properties=species:S:1:pos:R:3:forces:R:3
C 1.8241 -2.5976 -2.2252 0.20 1.35 -0.03
C 1.4134 -1.6625 -1.0480 0.34 -1.74 -0.61
C 1.0786 -2.3257 0.3166 0.22 0.25 -0.05
N 1.4304 -0.4000 -1.3088 -1.35 -0.68 -0.19
N 0.8006 0.3598 -0.3601 -0.49 1.17 3.54
C -0.4548 0.5796 -0.1174 -0.12 -0.32 -1.56
C -1.4854 -0.1368 -1.0414 -0.17 -0.12 0.39
C -2.4162 0.8422 -1.8572 0.06 0.92 -2.18
O -3.3845 1.4464 -1.4352 0.27 -1.08 0.84
C -2.0953 1.0271 -3.3725 0.10 -0.47 -0.48
C -3.2430 0.9574 -4.2944 2.06 0.40 -1.21
C -2.9984 1.1014 -5.7219 1.79 0.09 1.52
C -1.6209 1.3159 -6.1797 -0.18 -0.06 1.68
C -0.5003 1.3909 -5.2536 -1.38 -0.34 1.30
C -0.7181 1.2381 -3.8140 -2.39 -0.49 -1.60
C -0.7020 1.6041 1.0756 -0.59 -0.77 -0.56
C -1.4300 2.9520 0.6304 -0.40 -0.15 -1.02
C -1.0139 3.5644 -0.7504 -2.82 1.32 0.23
C -2.2681 4.4225 -1.2166 0.66 0.14 0.87
C -2.4129 5.7070 -0.3029 -0.21 0.32 -0.80
C -1.2712 6.7770 -0.5671 -0.19 0.34 0.52
N -1.1285 7.0694 -2.0090 0.28 -0.11 0.20
P -2.0733 0.8702 2.1842 -0.83 2.25 1.78
O -2.5398 2.0157 3.0345 0.31 -1.48 -0.59
O -1.5598 -0.4385 3.0640 -0.50 0.96 -1.92
O -3.4178 0.3774 1.3244 1.62 -0.94 0.84
C 0.7598 1.8029 1.7304 -0.42 -1.05 -1.09
I 1.6217 3.8374 1.7697 -1.61 0.45 0.35
P 1.1177 1.2315 3.5024 2.19 0.68 1.24
O -0.0929 1.5117 4.5951 0.51 -0.78 -1.57
O 1.5163 -0.3949 3.4790 -2.01 1.58 0.47
S 2.6493 2.2780 4.1405 -0.15 -1.50 0.96
C 1.6354 1.1562 0.5792 2.55 1.81 -0.42
C 3.0935 0.6246 0.8561 1.26 -0.37 -0.46
C 4.2083 1.4970 0.1474 0.14 0.11 -0.34
C 4.9519 2.4216 0.9956 0.66 -0.20 -2.60
C 6.0158 3.2123 0.3798 -1.61 -1.86 -0.73
C 6.2786 3.0289 -1.0436 -0.98 -0.45 1.04
C 5.5210 2.1071 -1.8887 -0.21 -0.07 1.29
C 5.8796 1.9609 -3.4109 -0.55 0.05 1.47
C 4.4455 1.3016 -1.2816 1.87 2.08 1.41
H 1.1787 -3.5029 -2.2965 0.76 0.71 0.38
H 1.7078 -1.9903 -3.1650 0.24 -0.62 0.86
H 2.9217 -2.8283 -2.1581 -0.98 -0.05 0.01
H 0.1622 -2.9652 0.2502 0.91 0.43 -0.15
H 1.9625 -2.9764 0.5745 -0.97 0.49 -0.35
H 0.9571 -1.6091 1.1687 0.17 -0.40 -0.77
H -0.9926 -0.8080 -1.8001 -0.07 0.95 0.88
H -2.0934 -0.8420 -0.4018 0.32 0.95 -0.59
H -4.2892 0.7755 -3.9584 1.08 0.25 -0.04
H -3.8437 1.0398 -6.4452 0.90 0.05 0.69
H -1.3948 1.4337 -7.2610 -0.34 -0.16 0.93
H 0.5512 1.5327 -5.5891 -1.07 -0.08 0.06
H 0.0860 1.2514 -3.0465 -0.40 0.10 -0.96
H -1.3970 3.7380 1.4301 0.36 -1.12 -0.50
H -2.5306 2.6788 0.5321 1.05 0.10 0.01
H -0.8124 2.8395 -1.5738 0.09 0.31 0.96
H -0.1017 4.3117 -0.7262 -2.20 -1.68 0.41
H -2.1074 4.7164 -2.2817 -0.37 -0.09 0.85
H -3.2187 3.8136 -1.1498 0.64 0.41 -0.29
H -2.4718 5.4359 0.7916 0.28 0.30 -0.98
H -3.3960 6.2080 -0.5499 0.94 -0.42 0.18
H -1.5815 7.7409 -0.0693 0.25 -1.00 -0.38
H -0.2911 6.4861 -0.0990 -0.87 -0.04 -0.30
H -0.4337 6.4557 -2.4440 -0.28 0.08 0.28
H -0.7658 8.0137 -2.1507 -0.22 -0.35 0.18
H -1.1236 -1.0712 2.4582 0.01 0.06 0.45
H -3.7365 -0.4226 1.7937 -0.01 0.48 -0.29
H -0.0664 2.4678 4.8077 0.06 -0.48 -0.16
H 1.3360 -0.7394 4.3789 0.28 -0.01 -0.47
H 1.8520 2.0771 -0.0658 -0.34 -0.88 0.20
H 3.2634 -0.4185 0.4607 -0.56 0.95 0.45
H 3.3875 0.5845 1.9333 -0.72 0.08 -0.74
H 4.6957 2.4911 2.0755 0.30 -0.02 -0.96
H 6.5980 3.8924 1.0411 -0.38 -0.50 -0.91
H 7.1031 3.6466 -1.4743 -0.85 -0.72 0.18
H 6.5959 2.7837 -3.6619 -0.67 -0.85 -0.08
H 4.9096 2.0395 -3.9686 1.12 -0.10 0.19
H 6.3262 0.9433 -3.5784 -0.41 1.05 -0.04
H 3.8782 0.5770 -1.9128 0.51 0.66 0.64
C -3.9316 -4.4226 -0.5041 -0.79 0.25 -0.10
C -3.2694 -5.4978 0.3092 -0.38 -1.00 0.09
O -2.0856 -5.7592 -0.4225 -0.23 1.11 0.09
C -1.7647 -4.5973 -1.0503 0.95 -0.56 -0.61
O -0.7101 -4.3617 -1.5296 -0.46 0.13 0.13
O -2.8200 -3.7189 -1.0516 0.04 0.11 0.20
F -4.0179 -6.6157 0.3391 0.10 0.11 0.13
H -4.5426 -4.8280 -1.3206 0.13 -0.55 -0.02
H -4.5519 -3.7599 0.1076 0.28 0.05 0.40
H -3.0129 -5.1992 1.3296 -0.03 -0.14 0.01
C -4.8758 -9.6333 -3.3667 -0.08 -0.07 -0.15
C -5.2767 -9.0247 -4.7168 0.16 -0.08 0.19
C -6.1399 -7.7932 -4.4247 0.42 -0.48 -0.52
S -5.6210 -7.1814 -2.8410 -0.50 -1.05 -0.89
O -6.7090 -7.3268 -1.9026 0.32 0.61 0.38
O -4.9355 -5.9118 -3.0320 0.14 0.73 0.82
C -4.4142 -8.4580 -2.5100 0.33 -0.29 0.17
H -4.0908 -10.3829 -3.4752 -0.02 0.05 0.07
H -5.7422 -10.1161 -2.9061 0.06 0.04 0.03
H -4.3769 -8.7241 -5.2610 -0.04 -0.02 0.02
H -5.8120 -9.7402 -5.3411 0.00 0.08 0.03
H -5.9989 -7.0087 -5.1700 -0.09 -0.27 0.48
H -7.1947 -8.0533 -4.3544 0.02 0.24 0.08
H -4.3913 -8.6815 -1.4443 -0.06 0.16 0.00
H -3.4393 -8.0912 -2.8377 -0.05 0.03 0.00
C 4.0509 -2.9490 -5.6363 -0.10 -0.51 -0.65
F 4.8939 -3.9116 -6.0478 0.06 0.37 0.23
F 3.3044 -2.6165 -6.7077 0.16 0.24 0.28
F 3.2053 -3.5437 -4.7634 0.03 0.23 0.27
S 4.9416 -1.4892 -4.9089 0.95 1.13 0.43
O 5.7843 -1.0031 -5.9775 -0.46 -0.42 -0.13
O 5.6799 -2.0375 -3.7843 -0.57 -0.38 -0.07
O 3.8852 -0.5595 -4.5195 -0.39 -0.62 -0.05
O -4.6799 3.8769 1.0951 -0.32 -0.19 0.24
H -4.2437 3.5312 1.9140 0.28 -0.20 -0.13
H -5.6259 4.0800 1.2485 0.15 0.00 -0.04
H -4.5561 3.2585 0.3306 0.35 0.13 -0.02
O -7.1834 -5.9068 -5.9050 -0.41 0.58 -0.33
Cl -8.1707 -4.8463 -6.0381 -0.44 0.32 -0.41
O -9.1318 -5.2089 -7.0448 0.18 -0.02 0.19
O -7.5036 -3.6192 -6.4168 0.11 -0.05 0.20
O -8.8390 -4.6616 -4.7664 0.21 -0.02 0.11
C 3.8070 3.5050 9.9905 0.21 0.30 0.03
N 5.0078 3.3886 9.0822 -0.01 -0.05 0.13
C 6.2413 3.3051 9.9459 -0.23 -0.01 -0.28
C 5.1005 4.6149 8.2206 -0.03 -0.25 0.09
C 4.9457 2.1158 8.2388 -0.43 0.10 0.12
C 3.7826 2.0371 7.2615 -0.17 0.10 0.02
O 2.5386 2.0709 7.9428 -0.05 0.03 0.12
H 4.0229 4.2668 10.7404 0.11 -0.08 -0.04
H 2.9456 3.8198 9.4107 0.04 -0.27 0.00
H 3.6378 2.5437 10.4711 -0.07 0.08 -0.09
H 6.3046 4.2102 10.5477 0.00 -0.08 -0.04
H 7.1122 3.2220 9.2971 -0.03 -0.02 0.08
H 6.1543 2.4283 10.5858 0.04 0.06 -0.04
H 4.1817 4.7167 7.6473 0.08 -0.02 0.02
H 5.9576 4.5072 7.5570 -0.06 0.05 0.03
H 5.2267 5.4810 8.8689 0.01 -0.07 -0.04
H 4.8938 1.2873 8.9480 0.04 0.09 0.01
H 5.8873 2.0578 7.6905 -0.07 0.02 0.01
H 3.8457 1.0916 6.7173 0.44 0.12 -0.08
H 3.8139 2.8473 6.5308 0.23 -0.09 -0.06
H 1.8435 1.9580 7.2793 0.16 0.00 0.04
Cl 1.5072 4.0320 -1.2133 3.47 0.18 -2.11
Na -5.0837 -2.4472 -1.6290 -0.17 -0.04 -0.85
```
Positions in Å, forces in eV/Å.

## Properties
total charge	+1
spin multiplicity	1
orbital gap	4.38	eV
HOMO level	-9.05	eV



Computed, not measured: a molecular structure, C60H42BrCdIN2O3S2 at a distorted geometry, with the ωB97M-V functional and the def2-TZVPD basis.

Geometry as XYZ:
```
112
Properties=species:S:1:pos:R:3:forces:R:3
Cd 0.5334 -0.8415 0.0073 0.36 -0.12 -0.13
Br 3.9247 5.7659 1.7715 1.49 -1.87 3.38
C 2.8771 4.1864 1.6070 1.90 -1.71 0.96
C 2.3026 3.6082 2.7517 0.34 -0.12 -0.02
C 1.5122 2.4957 2.6383 0.05 0.07 0.14
C 1.2223 1.8896 1.3803 0.22 -0.48 -0.21
O 0.3886 0.9170 1.3341 0.23 0.23 0.06
C 1.8704 2.4628 0.2385 1.46 -0.95 0.00
C 1.7272 1.9792 -1.1093 0.45 -0.03 0.09
N 0.9946 0.9961 -1.4907 -0.27 -0.19 -0.28
C 0.8182 0.7173 -2.8634 0.15 -0.07 0.25
C 1.1592 1.5600 -3.8863 0.13 0.12 -0.20
C 0.9591 1.2054 -5.2375 0.03 0.06 0.10
C 0.3843 0.0159 -5.5672 -0.03 -0.05 0.02
C -0.0405 -0.8595 -4.5386 0.00 -0.01 -0.11
C -0.6891 -2.0842 -4.8091 0.00 0.00 -0.10
C -1.0935 -2.8845 -3.7848 -0.06 -0.05 0.06
C -0.8575 -2.4572 -2.4646 0.05 0.10 -0.02
N -0.2522 -1.3327 -2.1779 0.01 0.22 -0.32
C 0.1708 -0.5164 -3.1898 -0.09 -0.14 0.27
C 2.6768 3.6143 0.3871 1.85 -1.96 -0.17
H 2.4894 4.0484 3.7225 0.00 0.01 0.02
H 1.0591 2.0421 3.5124 0.03 0.06 -0.03
H 2.3031 2.5425 -1.8483 0.06 0.00 0.05
H 1.5758 2.5356 -3.6679 0.00 -0.06 -0.03
H 1.2662 1.8958 -6.0131 -0.01 0.00 0.02
H 0.2342 -0.2694 -6.6016 -0.02 0.01 0.03
H -0.8667 -2.3661 -5.8409 0.02 -0.01 0.02
H -1.5946 -3.8252 -3.9635 -0.01 -0.01 0.00
H -1.1867 -3.0526 -1.6206 0.01 -0.01 0.00
H 3.1215 4.0592 -0.4960 0.10 -0.33 0.12
I 0.6245 -2.5618 2.6226 -0.11 0.03 0.09
C 2.4173 -3.3820 1.9184 -0.07 0.07 -0.02
C 2.9750 -4.3104 2.7474 0.17 -0.10 -0.07
C 4.1862 -4.9354 2.3815 -0.07 -0.01 0.12
C 4.7752 -4.6095 1.2006 0.03 0.04 -0.09
C 4.1961 -3.6510 0.3297 0.01 0.00 0.00
C 4.8337 -3.3538 -0.8986 0.04 -0.02 0.00
C 4.2945 -2.4322 -1.7401 -0.09 0.08 -0.01
C 3.0969 -1.7663 -1.3825 0.10 0.02 -0.09
C 2.4137 -2.0019 -0.2125 -0.06 -0.25 0.21
C 2.9797 -2.9832 0.6672 0.02 -0.02 0.05
H 2.4932 -4.5719 3.6802 0.03 0.01 -0.03
H 4.6322 -5.6664 3.0447 -0.01 0.02 -0.02
H 5.7068 -5.0778 0.9019 -0.03 0.01 -0.01
H 5.7523 -3.8751 -1.1496 -0.05 0.03 0.02
H 4.7760 -2.2044 -2.6848 -0.01 0.01 0.03
H 2.7224 -1.0302 -2.0891 -0.02 -0.02 0.02
C -8.6888 -1.1522 0.7501 0.06 0.01 0.01
C -7.2088 -0.8993 0.6111 -0.02 -0.04 0.01
C -6.2870 -1.5758 1.4131 -0.06 -0.03 0.03
C -4.9253 -1.3593 1.2814 -0.12 -0.07 0.07
C -4.4866 -0.4526 0.3315 -0.08 -0.10 0.06
C -5.3770 0.2273 -0.4902 0.02 0.03 -0.01
C -6.7372 0.0027 -0.3404 -0.02 0.01 0.01
S -2.7723 -0.0655 0.1452 0.32 0.46 -0.17
O -1.9429 -1.3112 0.3109 -0.02 -0.19 0.05
C -2.5103 0.8135 1.6906 -0.07 -0.50 0.05
C -1.9459 0.0645 2.7413 -0.09 0.04 0.17
C -1.6250 0.6742 3.9128 -0.07 -0.04 0.06
C -1.7934 2.0730 4.0613 0.00 0.00 0.05
C -1.3809 2.7521 5.2379 0.00 -0.09 -0.04
C -1.4834 4.1083 5.3348 -0.02 0.11 -0.07
C -2.0174 4.8575 4.2580 0.05 -0.04 0.10
C -2.4559 4.2292 3.1285 -0.02 -0.10 -0.05
C -2.3562 2.8150 2.9978 0.09 0.19 0.03
C -2.7629 2.1421 1.8027 0.04 0.49 0.07
C -3.4848 2.9401 0.7711 -0.08 -0.15 0.09
C -4.8278 3.3543 1.0653 -0.04 -0.08 -0.01
C -5.5184 2.8919 2.2172 0.09 0.00 -0.05
C -6.8285 3.2172 2.4218 -0.09 0.04 -0.06
C -7.5117 4.0485 1.5044 0.05 -0.03 0.09
C -6.8617 4.5332 0.4061 0.07 0.00 -0.06
C -5.5117 4.1836 0.1492 0.04 0.05 -0.13
C -4.8412 4.6146 -1.0336 -0.09 -0.01 0.08
C -3.5890 4.1703 -1.3209 -0.10 -0.07 0.03
C -2.9217 3.3098 -0.4142 0.25 0.33 -0.53
S -1.3887 2.5448 -1.0182 -0.17 -0.26 0.08
O -1.6154 2.3422 -2.4832 -0.06 0.25 0.29
C -0.2208 3.8845 -0.8504 -0.70 0.66 0.09
C 0.2475 4.5220 -1.9815 -0.07 -0.10 -0.06
C 1.1965 5.5319 -1.8336 0.27 -0.05 0.12
C 1.6725 5.8951 -0.5778 -0.40 0.82 -0.44
C 2.6932 6.9940 -0.4132 -0.18 0.47 -1.22
C 1.1847 5.2192 0.5439 -2.24 1.88 -0.03
C 0.2456 4.2147 0.4168 -2.06 1.13 -0.01
H -8.9055 -1.7895 1.6081 0.02 0.04 -0.04
H -9.0816 -1.6457 -0.1420 0.02 0.02 0.03
H -9.2355 -0.2148 0.8715 0.03 -0.03 0.00
H -6.6442 -2.2795 2.1576 0.00 0.03 -0.05
H -4.2118 -1.8898 1.9055 -0.06 0.07 -0.08
H -5.0063 0.9311 -1.2324 -0.02 -0.09 0.08
H -7.4416 0.5335 -0.9744 0.06 -0.04 0.06
H -1.7605 -0.9875 2.5814 -0.05 0.00 -0.01
H -1.2020 0.1012 4.7316 0.01 0.04 -0.04
H -0.9692 2.1701 6.0557 0.00 0.02 -0.05
H -1.1509 4.6176 6.2327 -0.03 -0.03 -0.07
H -2.0741 5.9372 4.3318 -0.02 -0.05 0.01
H -2.8642 4.8086 2.3072 0.05 -0.03 0.08
H -4.9988 2.2613 2.9294 -0.05 0.00 -0.06
H -7.3500 2.8323 3.2902 0.02 0.04 -0.02
H -8.5499 4.3040 1.6792 0.04 0.00 0.01
H -7.3734 5.1815 -0.2976 0.02 -0.05 0.02
H -5.3586 5.2805 -1.7171 0.01 -0.05 0.04
H -3.0947 4.4372 -2.2482 0.00 -0.04 0.06
H -0.1261 4.2180 -2.9545 -0.02 0.06 0.07
H 1.5792 6.0386 -2.7130 -0.03 0.04 0.03
H 3.0545 7.3469 -1.3794 -0.22 0.06 -0.18
H 3.5511 6.6474 0.1675 -0.91 1.02 -1.94
H 2.2628 7.8473 0.1169 0.01 -0.02 0.07
H 1.5633 5.4756 1.5277 -1.42 0.85 -0.63
H -0.1084 3.6765 1.2935 -0.27 0.51 -0.28
```
Positions in Å, forces in eV/Å.

## Properties
spin multiplicity	1
orbital gap	6.86	eV
HOMO level	-7.03	eV
relative energy (zero: lowest compared OMol25 entry of this formula, charge and spin)	4.1034	eV